Entry from the OMol25 dataset: a cluster of 2 separate species, C6H12O in total (wB97M-V/def2-TZVPD).

XYZ file:
```
19
Properties=species:S:1:pos:R:3:lowdin_charge:R:1
C -1.01 0.39 0.77 -0.14
C -0.19 1.68 0.74 -0.20
H -0.77 2.51 0.34 0.12
H 3.25 -0.44 0.50 -0.05
H -0.92 -1.91 -1.89 0.08
H 2.11 -0.01 1.70 -0.06
H 0.20 1.97 1.72 0.12
H -0.57 -0.33 1.47 0.11
O 0.92 1.41 -0.11 -0.16
C 0.61 0.30 -0.95 -0.19
C -0.84 -0.11 -0.67 -0.35
H 0.78 0.57 -2.00 0.13
H -2.14 -1.85 -0.61 0.08
H -0.44 -2.19 -0.21 0.08
C 2.37 -0.86 1.04 0.18
H 1.29 -0.55 -0.70 0.06
H -2.05 0.56 1.05 0.12
H -1.50 0.47 -1.32 0.14
C -1.10 -1.60 -0.86 -0.07
```

Results
**Highest occupied orbital energy (spin up / spin down)**: -9.138 / -9.217 eV
**Energy relative to the best compared isomer or geometry (same formula, charge and spin)**: 5.234 eV
**Charge**: 0

=====

Entry from the OMol25 dataset: a cluster of 2 separate species, C26H29N4O in total (wB97M-V/def2-TZVPD).

XYZ file:
```
60
Properties=species:S:1:pos:R:3:lowdin_charge:R:1
H 3.88 -0.41 -1.89 0.11
C 0.60 2.69 -3.47 -0.07
H 2.09 -0.33 -1.86 0.09
H -0.99 -2.45 -0.90 0.11
C -2.71 -1.52 0.16 -0.15
H 3.10 -4.60 -0.39 0.13
H -4.07 0.24 -0.03 0.13
H -3.08 2.55 1.75 0.11
H 4.24 -6.03 4.66 0.10
H 3.16 -1.62 2.73 0.13
C 3.00 -1.90 0.19 0.02
H -4.56 5.03 -2.31 0.11
H 2.48 -6.04 4.75 0.10
C 0.44 3.44 -0.77 -0.03
H -3.33 -2.00 -0.61 0.11
C 2.95 -0.99 -2.01 0.02
C 3.26 -5.03 3.01 -0.22
H 2.11 4.73 -1.17 0.11
C -2.73 2.95 -0.33 -0.16
C -4.26 4.48 -1.42 -0.07
N 1.02 0.71 1.36 0.21
C 3.17 -2.68 2.47 0.02
H -2.89 -2.01 1.12 0.11
H -2.55 3.56 -2.40 0.11
C -2.05 0.59 -0.82 -0.29
C -1.55 1.99 -0.39 -0.35
H -0.32 -0.29 -1.66 0.10
C -3.13 3.65 -1.47 -0.01
C -1.23 -1.59 -0.26 -0.22
H 3.03 -0.87 0.58 0.14
C 3.10 -3.00 1.09 -0.17
H 3.31 -7.10 3.60 0.09
O 2.91 -2.10 -1.09 -0.02
C 3.32 -6.11 4.05 -0.02
C 1.43 4.00 -1.60 -0.06
N -0.97 -0.33 -0.89 -0.03
C -4.99 4.58 -0.23 -0.08
C 3.20 -5.35 1.64 0.00
C -4.58 3.89 0.91 -0.06
C -3.04 -0.03 0.20 -0.11
N 0.04 1.24 1.07 -0.17
H 2.91 -1.45 -3.00 0.11
H 2.25 4.08 -3.59 0.11
H -2.55 0.69 -1.80 0.15
H 3.31 -3.45 4.47 0.13
H 3.22 -6.41 1.35 0.13
C -0.38 2.13 -2.64 -0.06
H -5.14 3.95 1.85 0.11
H -2.79 0.39 1.18 0.10
H -5.88 5.21 -0.20 0.11
H -1.11 1.43 -3.06 0.12
C 3.25 -3.69 3.41 -0.01
N -1.05 1.84 0.98 0.11
C -0.43 2.49 -1.29 -0.19
C -3.44 3.08 0.86 -0.04
C 3.13 -4.36 0.68 0.04
C 1.51 3.62 -2.94 -0.08
H -0.60 -1.68 0.64 0.09
H 0.64 2.41 -4.52 0.11
H 0.33 3.78 0.26 0.13
```

Results
**Highest occupied orbital energy**: -10.683 eV
**Energy relative to the best compared isomer or geometry (same formula, charge and spin)**: 0.000 eV
**Charge**: +1

=====

Entry from the OMol25 dataset: a cluster of 22 separate species, C48H62Cl63NO4S in total (wB97M-V/def2-TZVPD).

XYZ file:
```
179
Properties=species:S:1:pos:R:3:lowdin_charge:R:1
H 2.23 -0.95 -2.77 0.05
Cl -3.58 6.20 -9.28 0.49
H 10.89 3.28 2.21 0.01
H 3.00 -1.18 -4.37 0.06
O -6.17 0.32 -0.96 -0.03
C 4.41 -0.81 -1.56 -0.25
Cl 2.08 0.85 -6.03 0.54
C 4.13 -1.98 -2.60 -0.27
C 0.14 -1.34 1.15 -0.23
Cl 2.86 2.99 4.60 0.50
C -6.34 -0.80 1.26 -0.17
H 5.46 -0.43 -1.69 0.02
Cl 4.95 1.08 5.18 0.53
Cl -4.60 7.30 -6.79 0.52
Cl -2.10 5.57 3.79 0.56
H -4.30 5.21 4.53 -0.08
Cl 8.65 -1.90 5.39 0.56
Cl 8.88 3.87 1.15 0.52
Cl -6.82 5.18 -2.15 0.57
C -1.03 -2.42 -2.13 -0.47
O 1.23 -6.28 -0.64 0.12
O -3.26 -6.51 0.44 0.12
H -7.68 10.07 1.09 0.02
Cl 12.96 -4.91 0.43 0.55
Cl 9.56 -1.53 2.66 0.45
Cl -4.12 1.05 -6.80 0.52
H -6.63 -2.96 1.21 0.09
H 2.71 4.39 -0.23 0.02
H 1.74 0.74 2.74 0.06
C -2.62 3.37 1.32 -1.51
Cl 6.22 -4.45 8.39 0.52
Cl -4.70 0.33 4.41 0.49
C -10.00 -3.68 1.44 -1.54
C -5.21 0.92 -1.76 -0.48
H -4.29 -1.98 4.31 0.02
H 3.28 -1.73 0.17 0.09
Cl -4.46 7.21 3.31 0.48
Cl -10.69 7.49 9.18 0.53
C 0.09 -5.94 -0.67 -0.51
Cl 7.50 -3.10 0.13 0.55
H -3.60 0.03 -4.75 -0.01
C -0.06 -3.48 -1.84 -0.14
H -5.88 -0.75 2.28 0.06
H -4.54 2.58 -2.95 0.04
H -6.74 -2.20 -0.39 0.10
H 10.71 -5.42 -0.02 0.02
C -7.23 9.27 0.51 -1.52
C 7.59 -4.86 7.35 -1.56
H -6.27 6.64 -3.91 0.01
Cl 2.18 0.29 5.46 0.56
H -3.16 -1.75 -1.99 0.09
Cl -4.62 -1.69 -5.98 0.52
C -2.00 -4.77 -0.81 -0.09
C -5.70 6.10 -3.16 -1.49
H -1.25 0.15 -2.33 -0.12
C -3.74 -1.13 4.70 -1.52
H -6.00 1.38 0.86 0.13
H -7.44 -0.61 1.40 0.10
C -7.57 3.31 5.42 -1.51
Cl -1.84 2.35 0.10 0.57
Cl -8.52 4.77 5.11 0.51
Cl -3.51 -1.38 6.43 0.54
Cl 3.29 3.94 2.00 0.52
Cl -1.18 1.70 -11.01 0.52
C -4.45 -3.75 -0.71 -0.11
C 3.45 0.85 1.26 -0.24
Cl -8.43 7.98 0.35 0.52
H 3.77 1.66 1.98 0.01
N -0.98 -6.72 -0.12 0.09
Cl 3.82 0.60 -8.34 0.53
Cl 7.76 -0.26 -0.40 0.59
Cl -9.07 -5.16 1.18 0.53
C -5.14 2.46 -2.02 -0.06
H 8.18 -3.97 7.20 -0.04
C 3.55 4.65 0.40 -1.51
Cl -0.81 -9.12 -4.15 0.53
Cl -9.44 -2.84 2.89 0.52
H 4.10 -2.92 -2.01 0.11
H -0.24 -1.70 0.16 0.07
C 2.78 -1.70 -3.40 -0.22
Cl 9.37 1.66 2.98 0.51
C -11.27 6.57 7.79 -1.54
C -4.64 -2.56 0.31 -0.18
C -0.86 -7.37 -4.38 -1.46
H 5.53 0.42 0.72 0.06
H 1.96 -2.89 -1.31 0.11
Cl -1.34 4.35 -9.84 0.48
H -4.64 0.30 0.44 0.10
H 2.55 -3.74 -4.12 0.11
Cl -1.89 -0.71 -6.18 0.50
Cl -5.81 8.69 1.37 0.48
Cl 6.76 -1.21 3.29 0.57
H -5.14 -3.68 -1.58 0.13
Cl -6.79 9.91 -1.07 0.51
Cl 5.02 3.99 -0.33 0.53
Cl 0.43 3.87 -12.10 0.52
H 5.03 -2.10 0.07 0.07
O -4.40 0.23 -2.31 0.08
C 0.75 -2.61 1.86 -0.09
C 8.24 -2.09 3.68 -1.51
H 1.49 0.31 -8.23 0.01
Cl 15.68 -2.42 2.26 0.52
H -0.72 -7.24 0.71 0.16
H 1.87 -2.65 1.77 0.07
H 4.81 -0.71 1.95 0.03
H 4.99 -2.00 -3.31 -0.01
H -4.12 -1.63 -0.02 0.09
H -2.56 7.77 -7.86 0.02
C -3.67 6.09 4.43 -1.52
H 3.73 0.07 -1.73 0.11
C 10.08 2.72 1.75 -1.53
H -4.59 2.99 -1.20 0.00
Cl 7.02 -5.42 5.77 0.52
Cl -1.14 -6.55 -2.83 0.82
Cl -4.59 5.00 -4.00 0.55
Cl 12.87 -2.12 2.92 0.49
Cl -3.42 2.38 2.55 0.49
H 0.55 0.75 0.69 0.08
H 8.08 -3.14 3.48 0.00
C -2.27 -6.11 -0.07 -0.42
Cl -3.78 4.47 0.56 0.56
H -1.86 3.97 1.81 -0.05
C 4.28 -1.28 -0.08 -0.21
Cl 10.65 -4.60 2.18 0.51
Cl 3.64 6.41 0.50 0.53
H -0.76 -0.94 1.68 0.04
C -0.60 -4.64 -1.18 -0.17
C 3.33 1.62 5.62 -1.50
C -6.14 -2.19 0.56 -0.21
H -1.69 -7.14 -5.04 0.02
Cl 0.63 -6.79 -5.12 0.54
H 2.65 -0.79 2.46 0.09
Cl 2.33 -1.71 -7.37 0.53
C 1.17 -0.19 0.84 -0.21
H 0.40 -2.65 2.92 0.06
C 2.32 0.05 -7.58 -1.54
H 8.84 -2.04 -1.48 -0.05
H -6.17 2.87 -2.22 0.02
H 3.33 1.95 6.65 0.02
H 0.36 -3.51 1.33 0.06
Cl -2.16 5.72 -6.79 0.51
S -0.54 -0.86 -2.92 0.79
Cl -4.80 7.27 -2.20 0.52
C -2.43 -2.55 -1.77 -0.03
Cl -2.19 -1.04 3.87 0.57
C -1.11 3.44 -11.33 -1.53
Cl 8.61 -6.08 8.11 0.52
H -4.16 -2.85 1.28 0.12
Cl -10.39 5.05 7.63 0.49
Cl -6.01 3.40 4.59 0.53
Cl 14.78 -2.79 4.99 0.53
Cl -7.34 3.08 7.15 0.53
C -3.15 6.87 -7.70 -1.52
H -12.32 6.34 7.95 0.01
Cl -3.48 6.82 6.02 0.54
H -8.12 2.46 5.03 0.02
H 1.05 -2.77 -4.25 0.08
H 1.81 -4.52 -2.02 0.11
C -2.95 -3.73 -1.09 -0.12
Cl 10.75 1.76 0.42 0.51
C -5.75 0.38 0.42 -0.19
H -11.04 -3.96 1.59 0.01
Cl -9.90 -2.62 0.03 0.53
C 1.47 -3.46 -2.13 -0.12
C 11.21 -4.62 0.51 -1.50
C 7.84 -1.88 -1.10 -1.44
Cl 10.80 -3.09 -0.29 0.55
H 3.09 1.39 0.34 0.09
H 14.20 -4.04 3.09 -0.01
H 1.70 -0.33 -0.14 0.09
Cl -11.14 7.52 6.31 0.52
C -3.56 -0.29 -5.79 -1.55
H -4.68 -4.68 -0.13 0.11
C 2.23 0.11 1.96 -0.20
H -1.91 3.69 -12.01 0.01
C 1.90 -3.01 -3.58 -0.19
C 14.36 -2.98 3.29 -1.56
Cl 6.71 -2.03 -2.45 0.71
C 4.61 -0.17 0.98 -0.23
```

Results
**Highest occupied orbital energy**: -8.502 eV
**Charge**: 0

=====

no.,F_max (Eh/bohr)
1,0.007
2,0.052
3,0.072